Record 1
This record from the OMol25 dataset describes a structure of composition C31H57BN11PbS3. The level of theory is the ωB97M-V functional and the def2-TZVPD basis.

Atoms and positions in Å:
Pb  -0.964  -1.477  -1.386
N  -1.477  -0.396  -3.571
C  -1.169  -1.269  -4.731
C  0.235  -1.852  -4.609
N  0.433  -2.584  -3.344
C  0.192  -4.042  -3.384
C  -1.270  -4.410  -3.170
N  -1.758  -3.891  -1.869
H  -2.457  -0.129  -3.592
H  -0.941  0.467  -3.637
H  -1.236  -0.715  -5.669
H  -1.917  -2.058  -4.763
H  0.950  -1.026  -4.628
H  0.437  -2.485  -5.477
H  1.392  -2.441  -3.047
H  0.784  -4.494  -2.584
H  0.531  -4.476  -4.329
H  -1.371  -5.494  -3.231
H  -1.887  -3.983  -3.958
H  -1.384  -4.461  -1.115
H  -2.769  -3.981  -1.822
C  5.715  -3.531  1.051
C  5.376  -2.961  2.431
C  6.673  -2.618  3.153
C  4.577  -3.945  3.287
N  4.575  -1.685  2.248
C  4.997  -0.477  2.673
C  4.058  0.456  2.306
N  3.056  -0.172  1.654
B  1.867  0.548  0.931
N  2.391  1.865  0.255
C  2.418  3.083  0.823
C  2.786  4.004  -0.131
N  2.978  3.351  -1.294
C  2.731  2.011  -1.072
S  2.915  0.738  -2.141
C  3.345  4.041  -2.591
C  4.738  3.576  -3.013
C  2.291  3.725  -3.657
C  3.349  5.547  -2.352
N  0.771  0.931  1.928
C  0.891  1.041  3.303
C  -0.304  1.404  3.791
N  -1.177  1.550  2.725
C  -0.508  1.238  1.578
S  -1.092  1.246  -0.035
C  -2.642  1.837  2.978
C  -3.350  0.484  3.035
C  -3.280  2.736  1.921
C  -2.740  2.564  4.323
C  3.368  -1.509  1.601
S  2.387  -2.691  0.943
H  6.346  -4.409  1.184
H  6.269  -2.802  0.458
H  4.826  -3.836  0.506
H  7.228  -3.543  3.298
H  6.496  -2.191  4.142
H  7.305  -1.947  2.567
H  5.152  -4.864  3.387
H  3.619  -4.197  2.841
H  4.409  -3.541  4.287
H  5.918  -0.334  3.209
H  4.058  1.518  2.483
H  1.433  -0.157  0.091
H  2.156  3.250  1.856
H  2.914  5.066  -0.029
H  4.787  2.492  -3.106
H  5.493  3.907  -2.299
H  4.977  4.010  -3.983
H  2.332  2.687  -3.972
H  2.488  4.345  -4.530
H  1.288  3.955  -3.292
H  4.114  5.852  -1.636
H  2.372  5.909  -2.025
H  3.583  6.033  -3.297
H  1.804  0.830  3.831
H  -0.593  1.571  4.811
H  -3.306  -0.008  2.061
H  -4.396  0.628  3.311
H  -2.889  -0.167  3.780
H  -3.438  2.228  0.977
H  -2.677  3.627  1.740
H  -4.250  3.058  2.302
H  -2.600  1.895  5.173
H  -3.731  3.002  4.419
H  -2.016  3.377  4.382
N  -3.320  -1.189  -1.089
C  -4.468  -1.046  -0.948
N  -5.735  -0.877  -0.778
C  -6.355  0.468  -0.827
C  -6.874  0.840  0.556
C  -7.828  -0.239  1.076
C  -7.127  -1.599  1.111
C  -6.609  -1.963  -0.275
H  -7.180  0.415  -1.539
H  -5.621  1.182  -1.196
H  -7.374  1.807  0.499
H  -6.027  0.940  1.241
H  -8.704  -0.298  0.424
H  -8.184  0.025  2.070
H  -7.812  -2.377  1.449
H  -6.285  -1.567  1.809
H  -7.438  -2.059  -0.979
H  -6.047  -2.896  -0.270

Atoms 1-3, force components in eV/Å:
Pb 0.53 0.21 0.62
N 0.04 -0.15 -0.02
C 0.13 0.00 0.03

Its molecular weight is 898.1 g mol⁻¹. For the gap between HOMO and LUMO (alpha / beta), the calculation gives 4.6352 / 4.6218 eV. The calculation puts the energy above the lowest of the compared OMol25 structures with the same formula, charge and spin at 0.0 kJ/mol. As for the net charge: +3. For the total energy, the calculation gives -3229.344275 a.u. As for the spin multiplicity: 1.

---

Record 2
This record from the OMol25 dataset describes a structure of composition C31H57MnN2O2P2S at a distorted geometry. The level of theory is the ωB97M-V functional and the def2-TZVPD basis.

Atoms and positions in Å:
C  2.294  -1.270  -1.016
C  1.392  0.857  -1.532
C  3.321  -1.127  -1.944
C  2.504  1.081  -2.399
C  3.464  0.101  -2.585
H  3.988  -1.972  -2.111
H  2.555  2.040  -2.912
H  4.313  0.262  -3.254
N  1.479  -0.247  -0.696
P  1.214  -2.409  1.291
P  -1.261  2.177  -0.847
C  2.029  -2.624  -0.354
H  1.371  -3.228  -1.000
H  2.969  -3.179  -0.260
C  -1.314  -0.044  1.859
O  -2.122  0.381  2.594
C  0.259  1.735  -1.617
H  0.521  2.592  -2.257
C  -2.145  2.793  -2.523
C  -1.163  3.740  0.358
C  -0.055  -3.801  1.593
C  2.754  -2.524  2.387
C  -3.553  2.223  -2.355
H  -4.104  2.713  -1.541
H  -4.118  2.352  -3.290
H  -3.498  1.150  -2.131
C  -2.199  4.299  -2.781
H  -2.692  4.877  -1.995
H  -1.206  4.727  -2.973
H  -2.784  4.454  -3.702
C  -1.495  2.154  -3.753
H  -2.215  2.156  -4.586
H  -0.595  2.678  -4.093
H  -1.221  1.117  -3.529
C  -2.591  4.243  0.621
H  -3.195  3.456  1.095
H  -2.552  5.093  1.318
H  -3.130  4.576  -0.270
C  -0.590  3.316  1.705
H  -1.206  2.566  2.208
H  0.422  2.909  1.625
H  -0.539  4.194  2.368
C  -0.225  4.789  -0.232
H  -0.593  5.232  -1.160
H  -0.102  5.608  0.490
H  0.768  4.366  -0.426
C  2.287  -2.244  3.819
H  3.162  -2.288  4.481
H  1.856  -1.237  3.899
H  1.550  -2.973  4.181
C  3.746  -1.435  1.949
H  4.170  -1.628  0.956
H  3.275  -0.445  1.956
H  4.572  -1.419  2.674
C  3.488  -3.875  2.314
H  4.461  -3.740  2.809
H  2.968  -4.679  2.844
H  3.691  -4.201  1.288
C  -0.629  -4.216  0.232
H  0.087  -4.806  -0.357
H  -1.522  -4.841  0.388
H  -0.935  -3.333  -0.343
C  -1.179  -3.197  2.457
H  -1.607  -2.289  2.007
H  -1.983  -3.941  2.557
H  -0.817  -2.938  3.461
C  0.510  -5.028  2.314
H  1.307  -5.521  1.745
H  0.866  -4.794  3.327
H  -0.308  -5.756  2.428
Mn  0.063  -0.318  0.739
N  -1.078  -0.655  -0.723
C  -1.485  -0.394  -1.827
C  -2.362  -1.307  -2.774
C  -2.535  -0.774  -4.183
C  -1.638  -2.646  -2.886
C  -3.730  -1.449  -2.100
H  -3.086  0.168  -4.205
H  -1.569  -0.651  -4.680
H  -3.117  -1.488  -4.781
H  -1.827  -3.275  -2.008
H  -1.986  -3.218  -3.756
H  -0.558  -2.489  -3.001
H  -4.326  -2.237  -2.579
H  -3.613  -1.710  -1.041
H  -4.296  -0.511  -2.172
C  1.072  2.268  4.450
S  2.083  1.343  3.291
C  2.883  2.685  2.397
O  1.077  0.745  2.281
H  1.079  3.330  4.185
H  1.536  2.134  5.435
H  0.053  1.868  4.453
H  3.957  2.581  2.603
H  2.694  2.599  1.320
H  2.537  3.648  2.789

Atoms 1-3, force components in eV/Å:
C -0.37 0.00 0.48
C 0.67 -0.17 0.23
C -0.06 -0.04 0.05

Its molecular weight is 638.8 g mol⁻¹. For the gap between HOMO and LUMO (alpha / beta), the calculation gives 6.0348 / 5.2370 eV. The calculation puts the energy above the lowest of the compared OMol25 structures with the same formula, charge and spin at 0.0 kJ/mol. As for the net charge: +1. For the total energy, the calculation gives -3706.901349 a.u. As for the expectation value of S²: 8.881. As for the spin multiplicity: 6.